A gas-phase ion, C3H8N2O2 (charge -1) in a non-equilibrium geometry. Source: the OMol25 dataset; level of theory: the ωB97M-V functional and the def2-TZVPD basis.

Summary:
Energy above the lowest of the compared OMol25 structures with the same formula, charge and spin (kcal/mol): 55.3
Total charge: -1
E_LUMO (spin up / spin down) (eV): 3.9 / 3.9
HOMO (spin up / spin down) (eV): 0.62 / -4.47
Expectation value of S²: 0.754
E_tot (eV): -10313.46908
2S+1: 2
Gap between HOMO and LUMO (spin up / spin down) (eV): 3.294 / 8.353

Last column: Löwdin spin population.
Atoms and positions in Å:
1 O -2.902 1.036 -0.894  0.005
2 O 2.300 0.801 0.084  0.174
3 N 1.991 -0.891 1.804  0.138
4 N -0.557 0.386 -0.239  0.034
5 C 1.825 -0.280 0.520  0.398
6 C -1.521 0.667 -1.294  0.010
7 C 0.394 -0.775 -0.112  0.099
8 H 2.359 -0.250 2.456  0.051
9 H -1.167 1.324 -2.132  0.003
10 H -1.764 -0.367 -1.629  0.000
11 H -2.740 1.385 -0.042  0.000
12 H -0.035 1.234 -0.033  0.007
13 H 0.045 -1.577 0.603  0.031
14 H 0.389 -1.079 -1.153  0.015
15 H 1.386 -1.614 2.060  0.037